This record from the OMol25 dataset describes C4H7N2O as an isolated structure at a distorted geometry. The level of theory is ωB97M-V with the def2-TZVPD basis set.

**LUMO energy**: -5.011 eV
**Energy relative to the best compared isomer or geometry (same formula, charge and spin)**: 101.6 kcal/mol
**Kohn-Sham gap**: 0.33555 hartree
**Total charge**: +1
**Calculated total energy**: -9278.3825 eV

Atoms and positions in Å:
C: -1.564 -0.894 -0.647
C: -0.512 -0.810 -1.527
C: -1.227 -0.290 0.577
C: 0.760 0.914 1.533
N: 0.495 -0.065 -1.110
N: -0.014 0.137 0.655
O: 1.782 -0.197 -1.344
H: -2.508 -1.348 -0.862
H: -0.471 -1.251 -2.513
H: -1.927 -0.189 1.396
H: 1.682 1.216 1.036
H: 0.239 1.808 1.880
H: 1.052 0.296 2.390
H: 2.215 0.672 -1.462

---

This record from the OMol25 dataset describes C11H8AuBrN2O2 as an isolated structure. The level of theory is ωB97M-V with the def2-TZVPD basis set.

**LUMO energy**: -0.425 eV
**Kohn-Sham gap**: 0.28102 hartree
**Calculated total energy**: -92346.8947 eV

Atoms and positions in Å:
Au: -0.838 -0.470 0.447
O: -5.045 -0.435 -0.732
C: -3.841 -0.409 -0.488
O: -3.006 -1.344 -0.433
C: -3.280 1.024 -0.228
C: -4.121 2.115 -0.413
C: -3.646 3.392 -0.197
C: -2.327 3.561 0.210
C: -1.544 2.443 0.381
N: -2.012 1.201 0.164
H: -5.134 1.904 -0.721
H: -4.291 4.250 -0.341
H: -1.910 4.540 0.392
H: -0.514 2.518 0.697
Br: 1.301 -6.501 2.146
C: 0.862 -4.760 1.576
C: 0.018 -4.574 0.497
C: -0.289 -3.280 0.122
N: 0.209 -2.208 0.755
C: 1.030 -2.403 1.797
C: 1.382 -3.661 2.239
H: -0.411 -5.409 -0.036
H: -0.973 -3.079 -0.693
H: 1.421 -1.517 2.272
H: 2.046 -3.776 3.083

---

This record from the OMol25 dataset describes a 2-piece molecular cluster, C9H20N2O3P overall at a distorted geometry. The level of theory is ωB97M-V with the def2-TZVPD basis set.

**LUMO energy**: -4.950 eV
**Energy relative to the best compared isomer or geometry (same formula, charge and spin)**: 88.1 kcal/mol
**Kohn-Sham gap**: 0.30327 hartree
**Total charge**: +1
**Calculated total energy**: -28058.6809 eV

Atoms and positions in Å:
C: -2.620 -1.699 -0.442
C: 0.475 0.219 2.177
C: 0.575 -1.983 1.092
C: -1.985 1.431 0.586
C: -0.889 1.683 -1.693
C: -1.917 -1.097 -1.558
C: -0.401 -0.840 -1.385
C: -0.101 -0.656 1.093
C: -0.750 1.270 -0.269
N: -3.103 -2.350 0.346
N: 0.078 0.045 -0.223
O: 4.387 -0.829 -0.230
O: 3.972 1.553 0.018
O: 1.353 0.241 -0.529
P: 3.690 0.171 0.755
H: 0.764 -0.348 3.054
H: 1.327 0.788 1.748
H: -0.241 0.944 2.460
H: -0.007 -2.827 0.588
H: 0.804 -2.137 2.166
H: 1.550 -1.998 0.636
H: -1.690 1.190 1.573
H: -2.221 2.462 0.714
H: -2.858 0.965 0.300
H: 0.022 1.497 -2.247
H: -1.428 2.702 -1.664
H: -1.596 1.007 -2.192
H: -2.346 -0.180 -1.797
H: -1.959 -1.839 -2.394
H: 0.034 -1.779 -0.978
H: 0.036 -0.529 -2.286
H: -1.218 -0.844 1.156
H: -0.075 1.982 0.194
H: 4.490 -0.528 -1.245
H: 3.848 2.312 0.478

---

This record from the OMol25 dataset describes C7H10 as an isolated structure. The level of theory is ωB97M-V with the def2-TZVPD basis set.

**LUMO energy**: 0.646 eV
**Energy relative to the best compared isomer or geometry (same formula, charge and spin)**: 152.6 kcal/mol
**Kohn-Sham gap**: 0.30876 hartree
**Calculated total energy**: -7414.4181 eV

Atoms and positions in Å:
C: -1.400 1.481 0.056
C: -0.997 0.063 0.406
C: -1.018 -1.059 -0.608
C: 0.293 -0.505 -0.081
C: 1.479 0.196 -0.727
C: 2.429 0.097 0.456
C: 1.733 -0.879 1.126
H: -2.477 1.625 0.205
H: -0.868 2.207 0.684
H: -1.173 1.710 -0.991
H: -1.280 -0.243 1.414
H: -1.369 -2.041 -0.295
H: -1.254 -0.818 -1.650
H: 1.147 -1.633 0.444
H: 1.238 1.234 -0.989
H: 1.872 -0.281 -1.634
H: 1.646 -1.154 2.183

---

This record from the OMol25 dataset describes a 2-piece molecular cluster, C4H7N2 overall at a distorted geometry. The level of theory is ωB97M-V with the def2-TZVPD basis set.

**LUMO energy**: -4.457 eV
**Energy relative to the best compared isomer or geometry (same formula, charge and spin)**: 162.2 kcal/mol
**Kohn-Sham gap**: 0.30403 hartree
**Total charge**: +1
**Calculated total energy**: -7228.7060 eV

Atoms and positions in Å:
C: -2.076 0.082 0.045
C: -2.077 -1.143 -0.483
C: -1.191 -1.769 0.523
C: 0.997 1.035 0.187
N: 1.491 0.793 -0.963
N: -0.851 -0.362 0.464
H: -2.771 0.959 -0.054
H: -1.552 -2.074 1.469
H: -0.472 -2.500 0.100
H: 0.292 1.775 0.195
H: 1.232 0.499 0.994
H: 2.222 0.112 -1.135
H: 1.152 1.379 -1.726

---

This record from the OMol25 dataset describes C20H24HfN2 as an isolated structure at a distorted geometry. The level of theory is ωB97M-V with the def2-TZVPD basis set.

**LUMO energy**: -8.785 eV
**Kohn-Sham gap**: 0.17060 hartree
**Total charge**: +2
**Calculated total energy**: -25397.3253 eV

Atoms and positions in Å:
C: -2.320 0.696 2.979
C: -2.274 -0.722 3.046
H: -1.384 1.169 2.756
H: -2.733 1.139 3.862
H: -2.879 0.913 2.079
H: -2.063 -1.207 2.052
H: -1.428 -1.053 3.649
H: -3.290 -1.114 3.149
C: -0.405 2.741 -1.476
C: -0.166 3.537 -2.576
C: 0.000 2.891 -3.811
C: -0.042 1.492 -3.955
H: -0.531 3.146 -0.471
H: -0.120 4.634 -2.501
H: 0.141 3.516 -4.699
H: 0.006 1.015 -4.939
N: -0.443 1.374 -1.651
C: -0.224 0.651 -2.852
C: -0.329 -0.853 -2.873
N: -0.513 -1.569 -1.667
C: -0.783 -2.910 -1.485
C: -0.542 -3.087 -3.842
C: -0.774 -3.711 -2.606
H: -0.946 -3.282 -0.469
H: -0.965 -4.788 -2.533
C: -0.334 -1.700 -3.985
H: -0.273 -1.231 -4.968
H: -0.562 -3.720 -4.736
Hf: -0.676 -0.093 -0.372
C: -2.858 -0.043 -0.467
H: -3.229 -1.049 -0.730
H: -3.167 0.576 -1.329
H: -3.499 0.288 0.356
C: 1.339 -0.097 0.689
C: 2.155 0.129 1.976
C: 1.634 0.515 3.216
C: 2.476 0.471 4.353
C: 3.866 0.310 4.211
C: 4.427 0.073 2.951
C: 3.556 -0.059 1.880
H: 1.778 0.609 -0.035
H: 1.585 -1.121 0.358
H: 0.600 0.871 3.274
H: 2.122 0.575 5.382
H: 4.554 0.376 5.062
H: 5.513 -0.004 2.833
H: 4.001 -0.292 0.912

---

Question: Kohn-Sham gap of number 2 (C11H8AuBrN2O2)?
Answer: 0.28102 hartree

---

What did the fifth record say?
This record from the OMol25 dataset describes a 2-piece molecular cluster, C4H7N2 overall at a distorted geometry. The level of theory is ωB97M-V with the def2-TZVPD basis set.

**LUMO energy**: -4.457 eV
**Energy relative to the best compared isomer or geometry (same formula, charge and spin)**: 162.2 kcal/mol
**Kohn-Sham gap**: 0.30403 hartree
**Total charge**: +1
**Calculated total energy**: -7228.7060 eV

Atoms and positions in Å:
C: -2.076 0.082 0.045
C: -2.077 -1.143 -0.483
C: -1.191 -1.769 0.523
C: 0.997 1.035 0.187
N: 1.491 0.793 -0.963
N: -0.851 -0.362 0.464
H: -2.771 0.959 -0.054
H: -1.552 -2.074 1.469
H: -0.472 -2.500 0.100
H: 0.292 1.775 0.195
H: 1.232 0.499 0.994
H: 2.222 0.112 -1.135
H: 1.152 1.379 -1.726